Entry 1:
107
Properties=species:S:1:pos:R:3:forces:R:3 method="wB97M-V/def2-TZVPD" multiplicity=5 lumo_energy_ev="4.1 / 4.1" homo_energy_ha="-0.062 / -0.088" orbital_gap_ev="5.78 / 6.47" total_charge=-2
Fe 0.666350 0.215106 0.209377 -0.3 0.7 -0.5
Cl 4.854879 0.234219 1.614390 -0.1 0.1 0.0
Cl 2.216824 -1.681000 0.796393 0.3 -0.3 0.0
Cl 2.705302 -0.387294 3.871646 -0.1 0.0 -0.1
S -0.037439 1.913790 -1.917515 0.0 0.2 -0.3
P -0.829915 -2.102260 2.389845 0.2 0.1 -0.1
P -0.177079 2.446121 1.615685 -0.1 0.1 0.4
P -0.109274 -1.296909 -2.196652 -0.2 -0.1 0.0
Si 2.750454 0.273697 1.786566 0.5 -0.3 0.4
Si -1.837196 0.228606 0.296850 -0.4 -0.1 0.2
F 4.659295 -0.473482 -1.519807 0.0 0.0 0.0
F 2.656102 0.628644 -1.185653 0.0 -0.1 0.0
F 3.854528 0.908741 -3.152459 0.0 0.0 0.0
F 4.626102 1.819045 -1.191801 0.1 0.0 0.0
N -0.677164 4.628409 -2.456838 0.0 0.0 0.0
C 0.024489 -4.249633 -2.486533 0.0 0.0 -0.2
C -0.247276 -1.892832 -5.092319 0.0 0.0 0.0
C 1.944133 3.778063 2.920225 0.0 0.0 0.0
C -2.453925 2.042955 0.129491 0.1 0.0 0.1
C -0.254414 1.443370 4.320657 0.0 -0.1 0.0
C -3.582662 2.436903 -0.583152 0.0 -0.1 0.0
C -0.432030 -4.359930 0.739929 0.0 -0.2 0.0
C -4.001344 -2.650261 -2.775222 0.0 0.0 0.0
C -0.999471 2.307229 3.305971 0.0 0.0 0.0
C -4.736822 -1.892930 -1.878147 0.0 0.0 0.0
C 0.844279 -3.908933 3.741121 0.2 0.1 0.1
C 2.138271 -2.859722 -2.520233 0.0 0.0 0.0
C 1.706689 4.125356 0.446829 -0.1 0.0 0.0
C -2.684465 -0.835551 -1.068774 0.0 0.0 -0.1
C -4.733111 0.151088 3.420521 0.0 0.0 0.0
C -4.074555 -1.017584 -1.034876 0.1 0.1 -0.1
C -4.060063 0.352048 2.221370 0.1 0.0 0.0
C -3.953107 3.773505 -0.685636 0.0 0.0 0.0
C -1.669465 3.054426 0.730307 0.0 -0.3 -0.1
C -2.034930 4.387573 0.609512 0.0 0.1 0.0
C -1.616858 -4.351669 4.095359 0.1 -0.1 0.0
C -1.436665 3.635646 3.921045 0.0 0.0 0.0
C -1.325467 -3.133786 0.903596 -0.1 0.2 0.0
C -4.201959 -0.715523 4.361207 0.1 0.0 0.0
C -0.415395 3.520657 -2.217924 0.0 -0.2 0.2
C -0.551644 -3.283902 3.793468 -0.2 0.0 0.2
C -2.797829 -3.511882 0.759975 0.0 -0.1 0.1
C -2.626469 -2.494364 -2.829578 0.1 0.0 0.0
C -0.026851 -0.827533 -4.013007 0.0 0.0 0.0
C -3.183724 4.750676 -0.082081 0.0 0.0 0.0
C -3.036652 -1.408827 4.063645 0.0 0.0 0.0
C -2.390939 -1.250939 2.836544 0.1 -0.1 -0.2
C -1.944240 -1.584834 -2.012301 -0.1 0.1 0.0
C 0.953161 3.911504 1.764293 -0.1 0.1 -0.2
C 1.272126 -0.087063 -4.342599 0.0 0.0 0.1
C -2.872437 -0.315263 1.893862 0.1 0.1 -0.1
C 0.698666 -2.966991 -2.006704 0.0 0.0 0.2
B 3.989481 0.726340 -1.773137 -0.1 0.1 0.0
H -1.357531 -5.292386 3.602998 0.0 0.0 0.0
H -3.090473 -4.245566 1.517528 0.0 0.0 0.0
H -0.583298 4.243711 4.229168 0.0 0.0 0.0
H -4.176506 1.689673 -1.099798 0.0 0.0 0.0
H 2.218670 3.216918 0.119215 0.0 0.0 0.0
H -5.651299 0.690039 3.626103 0.0 0.0 0.0
H 2.464540 4.903378 0.581606 0.0 0.0 0.0
H 1.098541 -4.320741 4.723492 0.0 0.0 0.0
H -0.031913 -4.310997 -3.575330 0.0 0.0 0.0
H 2.567933 4.675862 2.953521 0.0 0.0 0.0
H -0.846639 -0.104412 -4.066623 0.0 0.0 0.0
H -2.047525 4.224340 3.236012 0.0 0.0 0.0
H -4.450429 1.096005 1.541028 0.0 0.1 -0.1
H -3.443666 5.797196 -0.185223 0.0 0.0 0.0
H -0.982142 -4.362383 -2.082931 0.0 0.0 -0.1
H 0.614226 -5.105248 -2.139754 0.0 0.0 0.0
H 1.463608 3.667184 3.890533 0.0 0.0 0.0
H -2.618560 -4.072752 3.770594 0.0 0.1 0.0
H -4.657383 -0.475277 -0.301237 0.0 0.0 0.1
H 1.147839 0.438554 -5.294516 0.0 0.0 0.0
H -0.939283 1.152863 5.125743 0.0 0.0 0.0
H 2.109845 -0.778252 -4.447517 0.0 0.0 0.0
H 0.889637 -4.726876 3.021728 0.0 0.0 0.0
H 1.609166 -3.172523 3.476453 -0.1 -0.1 0.0
H -2.625828 -2.062203 4.820471 0.0 -0.1 0.0
H 0.594877 1.959109 4.771040 0.0 0.0 0.0
H -1.913613 1.759455 3.050101 0.1 0.0 0.0
H -4.489687 -3.366326 -3.426899 0.0 0.0 0.0
H -1.663261 -4.557645 5.170359 0.0 0.0 0.0
H -0.695319 -5.144846 1.454470 0.0 0.1 0.0
H -1.416387 5.169965 1.032377 0.0 0.0 0.0
H -3.461484 -2.652505 0.844775 0.1 -0.1 0.1
H -4.827659 4.050221 -1.263827 0.0 0.0 0.0
H -2.965255 -3.959108 -0.226157 0.0 0.0 0.0
H -0.161953 -1.401073 -6.066778 0.0 0.0 0.0
H 0.524810 -2.663245 -5.058813 0.0 0.0 0.0
H -1.072829 -2.461512 0.070829 -0.1 -0.1 0.3
H -0.567114 -4.768571 -0.266514 0.0 0.0 0.4
H 1.039931 4.434412 -0.358692 0.0 0.0 0.0
H -2.038080 3.437861 4.814777 0.0 0.0 0.0
H 2.612271 2.926153 2.780967 0.0 0.0 0.0
H -4.683993 -0.853432 5.322635 0.0 0.0 0.0
H 2.172231 -2.866142 -3.611263 0.0 0.0 0.0
H 0.772582 -3.049931 -0.915785 0.0 0.1 -0.3
H -5.814089 -2.001823 -1.817780 0.0 0.0 0.0
H -2.078442 -3.113506 -3.520561 0.0 0.0 0.0
H 2.639275 -1.952071 -2.175200 0.0 0.0 0.0
H 2.723026 -3.710897 -2.160169 0.0 0.0 0.0
H 1.546844 0.643556 -3.588906 0.0 0.0 0.0
H -1.221148 -2.374978 -5.065388 0.0 0.0 0.0
H 0.321719 4.786319 1.947980 0.1 0.0 0.1
H 0.130971 0.530450 3.867862 0.0 0.0 0.0
H -0.519392 -2.577618 4.631602 -0.1 0.0 0.0
H 0.626450 -4.119557 0.861493 0.0 0.0 0.0


Entry 2:
73
Properties=species:S:1:pos:R:3:forces:R:3 method="wB97M-V/def2-TZVPD" multiplicity=5 lumo_energy_ev="-0.4 / -0.4" homo_energy_ha="-0.183 / -0.260" orbital_gap_ev="4.62 / 6.73" total_charge=0
Cr 0.105778 -0.465481 -0.523800 -0.3 0.8 0.3
O 2.830222 -0.906715 0.770109 0.0 -0.3 -0.2
O -0.725645 0.758466 2.427679 0.3 0.2 0.7
O -0.835652 2.498946 -0.463880 -1.0 -0.2 -0.4
O -0.612163 -3.132406 -1.971690 0.1 -2.4 0.8
O 1.788487 -2.466428 -0.915090 1.3 -0.8 0.1
N 1.972064 -0.041043 0.286919 0.8 1.4 -0.4
N -0.417616 -1.875522 0.933187 -0.4 -0.5 0.4
N 0.184617 1.536677 -0.417587 1.1 1.2 0.2
N -2.010185 -0.339414 -0.476950 -0.8 -0.7 -0.3
C 0.123379 -0.861310 -2.617018 0.1 1.5 -0.4
C -0.723892 -5.573125 4.479701 0.0 0.0 0.0
C -2.892689 -5.643365 3.254013 0.0 -0.1 -0.1
C 0.047581 -3.602380 2.544997 -0.1 0.6 -0.3
C -2.781182 0.337912 -1.357236 -0.4 -0.2 0.3
C 1.384595 2.116935 -0.258927 -1.9 -0.5 -0.1
C -1.748779 -2.006188 1.189170 0.9 -1.0 1.0
C -1.846841 -4.719547 3.889632 0.0 0.1 -0.1
C 2.409144 1.227689 0.121904 -0.3 -1.9 0.2
C -2.208261 -2.924492 2.150795 0.3 0.6 -0.6
C -2.636407 -1.164698 0.404880 -0.5 0.9 -0.7
C 3.821318 1.613924 0.383064 0.4 0.4 0.1
C -2.506683 -3.910896 5.016110 0.1 0.1 0.1
C -4.041180 -1.220271 0.500337 0.5 0.0 -0.3
C -6.907661 -1.502815 0.692957 0.0 0.0 0.0
C -6.359440 -0.642255 -0.453056 -0.2 0.0 0.1
C -4.833482 -0.509789 -0.401648 -0.1 -0.2 0.2
C -7.022814 0.740934 -0.376916 0.0 0.1 0.1
C -4.173718 0.297475 -1.335810 0.7 0.0 -0.1
C -6.764401 -1.299373 -1.783125 0.1 -0.2 -0.1
C -1.312917 -3.742752 2.835840 -0.1 -0.2 0.1
C 0.451556 -2.626239 1.633367 -0.5 -0.4 0.1
C 1.537407 3.587228 -0.369071 0.4 0.4 0.1
H -6.658111 -1.060914 1.666108 -0.1 -0.2 -0.1
H -0.457882 -1.721620 -2.970023 0.4 1.2 -0.1
H -0.641690 1.723526 2.484884 0.0 -0.4 -0.1
H -7.855949 -1.413498 -1.830302 0.2 0.1 0.0
H -0.253196 -6.185790 3.704076 0.0 0.1 0.1
H -3.346435 -3.313441 4.643258 0.1 -0.1 0.1
H -6.509046 -2.523918 0.641523 -0.1 0.2 0.1
H 4.483764 0.742908 0.418884 -0.4 0.1 0.0
H -4.473199 -1.849075 1.277629 0.0 0.2 -0.4
H -1.778582 -3.229753 5.474723 -0.2 -0.1 -0.1
H 1.191328 -1.002227 -2.838708 -0.2 0.1 -0.2
H 2.418720 -2.889716 -1.519350 -0.3 0.3 0.2
H 1.505176 -2.436232 1.460722 -0.2 0.0 0.0
H -2.255665 0.916147 -2.119294 0.0 -0.2 0.2
H -0.207878 0.064902 -3.118782 0.2 0.0 -0.1
H -4.723359 0.891348 -2.064985 0.1 -0.2 0.1
H 3.917633 2.148963 1.339641 0.1 -0.1 -0.1
H -1.133071 -6.244901 5.241192 0.0 0.1 -0.1
H -3.275288 -2.971884 2.348205 0.3 -0.1 0.0
H -6.724557 1.381171 -1.214759 -0.1 -0.1 0.2
H -8.003393 -1.561601 0.614898 0.3 0.0 0.0
H 2.236731 3.949866 0.397239 -0.2 0.0 -0.2
H -0.463747 -3.904164 -2.537696 -0.1 0.1 0.3
H -0.097392 0.424530 3.096383 -0.4 0.2 -0.5
H -1.680408 1.997901 -0.476791 1.0 0.3 0.1
H 0.282239 -2.924376 -1.591908 -0.8 -0.1 -0.2
H -2.884669 -4.584069 5.793937 0.0 0.1 -0.1
H 1.961059 3.847241 -1.351010 -0.1 0.0 0.2
H -8.115756 0.629431 -0.405302 0.3 0.0 0.0
H 0.566339 4.076341 -0.263480 0.4 0.0 0.0
H -3.273990 -6.345235 4.003104 0.0 0.1 -0.1
H 0.821807 -4.209673 3.010298 -0.3 0.2 0.0
H 4.190958 2.290052 -0.399745 -0.1 -0.1 0.1
H 0.038177 -4.947637 4.955027 -0.1 -0.1 0.0
H -6.755098 1.244172 0.560553 -0.1 0.0 -0.2
H -6.445243 -0.697656 -2.642468 -0.1 -0.1 0.1
H -3.742452 -5.083029 2.852057 0.1 -0.1 0.0
H 2.365187 -1.946542 -0.235130 -0.2 -0.3 -0.2
H -6.312619 -2.295594 -1.871199 -0.1 0.2 0.0
H -2.444529 -6.222972 2.438953 -0.1 0.1 0.1


Entry 3:
16
Properties=species:S:1:pos:R:3:forces:R:3 method="wB97M-V/def2-TZVPD" lumo_energy_ev="-4.9 / -4.9" homo_energy_ha="-0.551 / -0.551" relative_energy_kcal_mol=138.6 orbital_gap_ev="10.10 / 10.09" total_charge=+1
O -1.395000 0.372248 0.525118 1.4 0.4 -0.4
N -1.500855 -0.330627 -0.546114 -2.2 0.4 -2.6
N 0.175718 1.046623 0.203900 -0.1 -2.4 -3.3
C -0.066232 -2.070512 0.129543 2.1 -0.6 0.5
C 0.634084 2.201598 0.870211 -1.0 0.5 2.2
C 0.625831 0.147884 -0.631793 3.0 3.5 2.0
C -0.258726 -0.989795 -0.904070 -1.0 0.1 1.0
H 0.894958 -2.677884 -0.079896 -1.5 1.1 0.9
H -0.186823 -1.579251 1.135582 0.9 -0.7 -0.9
H 0.499601 1.940648 1.911511 -0.4 0.0 0.7
H 1.713116 0.168239 -1.047177 -2.1 0.2 0.8
H 0.144264 3.195669 0.800844 -0.2 -1.0 -1.0
H 1.665667 2.316733 0.886497 2.1 0.1 -0.9
H -1.860429 0.224809 -1.372154 0.1 -0.5 1.2
H -0.178188 -1.252305 -1.956310 -0.5 -0.3 0.0
H -0.906987 -2.714078 0.074306 -0.7 -0.9 -0.3


Entry 4:
12
Properties=species:S:1:pos:R:3:forces:R:3 method="wB97M-V/def2-TZVPD" smiles="PNNN=[PH3]" lumo_energy_ev=0.6 homo_energy_ha=-0.317 relative_energy_kcal_mol=126.5 orbital_gap_ev=9.26 total_charge=0
P 0.254614 -0.450190 1.967975 -2.1 -1.4 -0.5
P 0.092559 1.174746 -2.087712 1.5 3.4 0.4
N -0.030617 -1.447798 -0.551246 -0.5 1.3 0.2
N 0.455008 -1.778160 0.780915 1.2 1.5 1.6
N -0.655005 -0.484431 -0.982464 -0.1 -1.1 1.9
H 1.444500 -2.172155 0.879767 -1.7 0.8 -1.1
H -1.048855 1.546208 -2.712249 -1.5 -0.5 -0.6
H -0.106592 2.497979 -1.329727 0.5 -1.8 -0.3
H -0.020856 -2.250974 -1.081082 0.4 -2.6 -1.5
H 0.740047 2.007963 -3.058818 0.4 -0.1 -0.1
H 0.305501 0.674710 1.155747 0.3 0.4 -0.5
H -1.248456 -0.440350 1.785538 1.6 0.0 0.5


In the order shown, the computed electronic energy values come out to -6567.3844; -2539.9807; -342.1364; -850.9612 hartree.